No. 1
Formula: C20H30ClN3O3
Source: OMol25
Level of theory: ωB97M-V/def2-TZVPD

The calculation puts the LUMO energy at 0.37 eV. Its net charge is 0. The max |F| comes out at 0.07 eV/A. The calculation puts the HOMO-LUMO gap at 9.941 eV. As for the total energy: -44364.1928 eV. Its spin multiplicity is 1. As for the energy above the lowest of the compared OMol25 structures with the same formula, charge and spin: 0.012 eV. For the HOMO energy, the calculation gives -9.569 eV. Its SMILES is CC[C@H](C)[C@@H](CC(=O)N[C@@]1(CO)CC[C@H](C)C1)NC(=O)c1cncc(Cl)c1.

The geometry in XYZ format:
```
57
Properties=species:S:1:pos:R:3:nbo_charge:R:1
C -1.98 4.87 1.96 -0.604
C -1.58 3.43 1.71 -0.398
C -2.05 2.88 0.36 -0.202
C -3.57 2.70 0.34 -0.616
C -1.34 1.57 0.03 -0.040
C -1.83 0.93 -1.28 -0.502
C -0.87 -0.17 -1.71 0.698
O -0.02 0.03 -2.57 -0.672
N -0.99 -1.32 -1.03 -0.616
C -0.20 -2.54 -1.25 0.102
C -0.42 -3.06 -2.66 -0.072
O -1.81 -3.32 -2.88 -0.730
C 1.29 -2.30 -0.95 -0.412
C 1.46 -2.51 0.57 -0.405
C 0.10 -3.01 1.10 -0.223
C 0.22 -4.03 2.22 -0.597
C -0.60 -3.53 -0.16 -0.400
N 0.10 1.74 -0.06 -0.619
C 0.95 1.15 0.82 0.674
O 0.59 0.68 1.89 -0.625
C 2.39 1.12 0.42 -0.174
C 3.36 1.11 1.42 0.076
N 4.66 1.05 1.18 -0.396
C 5.06 0.98 -0.09 0.024
C 4.17 0.97 -1.15 -0.072
Cl 4.76 0.84 -2.77 0.017
C 2.81 1.05 -0.91 -0.197
H -1.59 5.22 2.92 0.215
H -1.58 5.53 1.19 0.201
H -3.06 5.01 1.98 0.199
H -0.49 3.35 1.76 0.213
H -1.96 2.78 2.50 0.202
H -1.78 3.61 -0.42 0.192
H -3.86 1.89 1.02 0.204
H -4.08 3.60 0.67 0.218
H -3.95 2.46 -0.65 0.209
H -1.50 0.87 0.86 0.228
H -2.84 0.54 -1.15 0.226
H -1.84 1.68 -2.08 0.229
H -1.78 -1.41 -0.41 0.400
H -0.04 -2.34 -3.38 0.197
H 0.13 -4.00 -2.77 0.171
H -2.11 -2.78 -3.61 0.476
H 1.87 -3.05 -1.50 0.210
H 1.61 -1.33 -1.31 0.230
H 2.24 -3.25 0.77 0.203
H 1.76 -1.59 1.09 0.225
H -0.46 -2.15 1.48 0.203
H 0.76 -4.91 1.87 0.198
H 0.75 -3.62 3.07 0.215
H -0.77 -4.36 2.56 0.207
H -1.68 -3.65 -0.06 0.217
H -0.19 -4.51 -0.43 0.210
H 0.47 2.05 -0.94 0.407
H 3.05 1.15 2.45 0.217
H 6.12 0.92 -0.28 0.207
H 2.10 0.99 -1.73 0.255
```

---

No. 2
Formula: C20H30N2O2
Source: OMol25
Level of theory: ωB97M-V/def2-TZVPD

The calculation puts the LUMO energy at 0.51 eV. Its net charge is 0. The max |F| comes out at 16.36 eV/A. The calculation puts the HOMO-LUMO gap at 9.079 eV. As for the total energy: -28282.1564 eV. Its spin multiplicity is 1. As for the energy above the lowest of the compared OMol25 structures with the same formula, charge and spin: 22.144 eV. For the HOMO energy, the calculation gives -8.568 eV.

The geometry in XYZ format:
```
54
Properties=species:S:1:pos:R:3:nbo_charge:R:1
C -5.12 -2.42 0.03 -0.428
C -5.48 -1.54 0.79 -0.141
C -4.81 -0.13 1.11 -0.243
N -3.84 0.10 0.20 -0.474
C -2.60 -0.06 0.55 0.647
O -2.44 -0.32 1.89 -0.705
C -1.60 0.38 -0.10 -0.346
C -0.35 1.13 0.38 -0.379
C 0.60 0.05 0.83 -0.408
H 0.15 -0.79 1.47 0.254
H 1.35 0.66 1.61 0.216
C 1.23 -0.49 -0.42 -0.302
C 2.55 0.11 -0.78 0.682
O 2.46 1.29 -1.44 -0.714
N 3.68 0.04 -0.13 -0.398
C 3.86 -1.07 1.02 -0.274
C 4.29 -2.50 0.27 -0.110
C 4.20 -2.59 -1.01 -0.385
H 4.58 -3.39 -1.58 0.203
H 3.95 -1.71 -1.67 0.198
H 4.46 -3.15 0.80 0.138
H 2.96 -1.09 1.72 0.230
H 4.77 -0.65 1.59 0.228
C 4.79 0.92 -0.15 -0.343
C 5.29 1.85 0.62 -0.159
C 6.60 1.70 1.34 -0.320
H 6.81 2.10 2.19 0.171
H 7.34 1.24 0.88 0.163
H 4.44 2.24 1.42 0.197
H 4.59 1.50 -1.06 0.301
H 5.68 0.33 -0.72 0.182
H 1.65 -1.62 -0.21 0.203
C 0.39 -0.59 -1.48 -0.420
C -1.10 -0.89 -1.04 -0.342
H -1.20 -1.69 -0.36 0.216
H -1.69 -0.73 -1.84 0.215
H 0.50 0.29 -2.25 0.246
H 0.62 -1.45 -1.88 0.215
H -0.72 1.67 1.41 0.221
H 0.08 1.96 -0.03 0.241
H -1.79 1.18 -0.81 0.250
C -4.45 0.70 -0.82 -0.137
C -4.53 2.08 -1.11 -0.269
C -4.17 2.82 -0.14 -0.371
H -4.34 4.09 -0.35 0.190
H -3.58 2.56 0.77 0.220
H -4.74 2.38 -2.04 0.223
H -3.49 0.14 -1.81 0.120
H -5.26 0.27 -1.39 0.244
H -4.67 -0.23 2.19 0.275
H -5.69 0.63 1.09 0.215
H -6.53 -1.66 1.29 0.186
H -5.50 -3.29 -0.34 0.207
H -4.19 -2.35 -0.50 0.172
```